C4H7N3O | wB97M-V/def2-TZVPD

Last columns: bonded neighbours and bond lengths (Å).
Geometry (Å):
1 N -1.910 -0.540 -0.091  C2 1.462, H9 1.059, H10 1.104
2 C -0.475 -0.332 -0.281  N1 1.462, C3 1.535, C7 1.476, H11 1.119
3 C 0.449 -1.297 0.474  C2 1.535, N4 1.249, H12 1.144
4 N 1.697 -1.299 0.512  C3 1.249, N5 1.402
5 N 2.271 -0.181 -0.108  N4 1.402, C6 1.261
6 C 1.658 0.906 -0.290  N5 1.261, C7 1.542, H13 1.058
7 C 0.124 1.014 -0.180  C2 1.476, C6 1.542, O8 1.374, H14 1.106
8 O -0.134 1.644 1.013  C7 1.374, H15 1.008
9 H -2.454 -0.362 -0.982  N1 1.059
10 H -2.069 -1.455 0.507  N1 1.104
11 H -0.147 -0.749 -1.265  C2 1.119
12 H 0.061 -2.087 1.204  C3 1.144
13 H 2.190 1.727 -0.692  C6 1.058
14 H -0.181 1.668 -1.018  C7 1.106
15 H -1.078 1.342 1.197  O8 1.008

## Properties
Molar mass = 113.1 g/mol
SMILES = N[C@@H]1C=NN=C[C@@H]1O
E_HOMO = -9.32 eV
Relative energy (zero: lowest compared OMol25 entry of this formula, charge and spin) = 347.89 kJ/mol
E_tot = -396.01590 Ha
HOMO-LUMO gap = 9.6 eV